C32H31F6KN10O2S | ωB97M-V/def2-TZVPD

CARTESIAN COORDINATES (ANGSTROEM)
K1 0.7011 0.0058 -0.3365
C1 -2.5773 -2.0116 1.1154
N1 -1.7421 -2.3108 2.2806
C2 -2.1282 -1.5755 3.4742
C3 -0.9414 -1.0311 4.1992
N2 0.2698 -1.4613 4.0808
C4 1.0332 -0.6469 4.9052
C5 2.4086 -0.6160 5.1029
C6 2.9153 0.3259 5.9831
C7 2.0749 1.2180 6.6628
C8 0.7030 1.2049 6.4667
C9 0.2057 0.2718 5.5683
N3 -1.0756 -0.0201 5.1308
C10 -2.0006 -2.6282 -0.1125
N4 -0.7594 -2.5511 -0.4552
C11 -0.6536 -3.1398 -1.7066
C12 0.4471 -3.2879 -2.5436
C13 0.2423 -3.8840 -3.7751
C14 -1.0229 -4.3438 -4.1669
C15 -2.1311 -4.2024 -3.3461
C16 -1.9257 -3.5770 -2.1222
N5 -2.7718 -3.2408 -1.0767
H1 -2.6789 -0.9448 0.8955
H2 -3.5823 -2.4097 1.2995
H3 -0.7643 -2.0975 2.0847
H4 -2.6728 -2.2361 4.1606
H5 -2.7982 -0.7377 3.2377
H6 3.0528 -1.2849 4.5435
H7 3.9862 0.3906 6.1358
H8 2.5104 1.9444 7.3391
H9 0.0532 1.9145 6.9655
H10 -1.8372 0.6348 5.1455
H11 1.4140 -2.9084 -2.2388
H12 1.0713 -3.9844 -4.4649
H13 -1.1396 -4.8024 -5.1420
H14 -3.1074 -4.5591 -3.6561
H15 -3.7614 -3.3855 -1.0279
N6 -0.9436 5.1093 1.1207
C17 -0.4881 3.8016 1.4181
S1 -1.6209 2.7952 2.2497
N7 0.7321 3.5928 1.0532
N8 1.2047 2.2949 1.1029
C18 2.4682 2.2445 1.2863
C19 3.3352 1.0700 1.2957
C20 4.7110 1.3087 1.1828
C21 5.6625 0.3050 1.1590
C22 5.2224 -1.0206 1.2769
C23 3.8856 -1.3039 1.4150
C24 2.8597 -0.2911 1.4397
O1 1.6463 -0.6087 1.5824
H16 -1.6316 5.4120 1.7896
H17 -0.1725 5.7543 1.0108
H18 2.9929 3.1967 1.4269
H19 5.0388 2.3409 1.0884
H20 6.7133 0.5391 1.0385
H21 5.9466 -1.8304 1.2684
H22 3.5410 -2.3279 1.5161
C25 0.6397 2.1283 -2.8774
C26 0.8766 0.6984 -3.4432
O2 0.8198 -0.2892 -2.5723
C27 -0.2020 0.4862 -4.5810
F1 -0.4722 1.5914 -5.3427
F2 -1.3824 0.1340 -4.0308
F3 0.1135 -0.4924 -5.4609
C28 2.2558 0.7420 -4.1864
F4 2.6453 -0.4554 -4.6633
F5 3.2306 1.1608 -3.3529
F6 2.2793 1.6000 -5.2544
H23 -0.3862 2.1887 -2.5095
H24 0.8059 2.9004 -3.6286
H25 1.3168 2.2929 -2.0355
C29 -4.4586 1.1094 -4.2889
N9 -3.8344 1.1513 -2.9861
C30 -3.3137 2.2548 -2.3473
C31 -2.8379 1.8135 -1.1449
N10 -3.0669 0.4629 -1.0309
C32 -3.6580 0.1028 -2.1453
H26 -4.2486 2.0369 -4.8153
H27 -5.5403 0.9893 -4.2008
H28 -4.0537 0.2815 -4.8699
H29 -3.3163 3.2303 -2.8070
H30 -2.3644 2.3686 -0.3457
H31 -3.9688 -0.9012 -2.4063

Summary:
- charge = -2
- orbital gap (eV) = 5.0
- highest occupied orbital energy (eV) = -1.1

Calculated atomic charges, method Mulliken, unit e: 1.55, -0.33, -0.38, -0.50, 0.34, -0.61, 0.62, -0.38, -0.61, -0.32, -1.03, 0.45, -0.11, 0.01, -0.38, 0.57, -0.64, -0.46, -0.44, -1.05, 0.51, 0.03, 0.46, 0.26, 0.27, 0.22, 0.28, 0.31, 0.36, 0.36, 0.35, 0.30, 0.26, 0.37, 0.34, 0.38, 0.22, -0.58, 0.23, -0.59, -1.27, 1.23, -0.96, 1.14, -0.59, -0.71, -0.41, -0.82, 0.25, -1.09, 0.21, 0.26, 0.12, 0.27, 0.36, 0.33, 0.43, -1.88, 1.39, -0.83, 0.09, -0.35, -0.04, -0.30, 0.51, -0.25, -0.26, -0.32, 0.21, 0.40, 0.44, -0.91, 0.27, -0.17, -0.52, -0.06, -0.58, 0.31, 0.32, 0.32, 0.40, 0.00, 0.41

C32H31N2O2 | ωB97M-V/def2-TZVPD

CARTESIAN COORDINATES (ANGSTROEM)
C1 6.5635 4.7440 -4.2894
N1 6.1098 5.3655 -3.0549
C2 6.6028 4.9651 -1.8120
H1 5.1227 3.7300 -1.1491
C3 7.8359 4.2340 -1.6606
C4 8.9307 5.0981 -1.8641
C5 10.2274 4.6134 -1.7895
C6 10.4839 3.2676 -1.5054
C7 11.9007 2.7405 -1.3994
C8 9.3823 2.4174 -1.3288
C9 8.0769 2.8808 -1.4411
N2 6.1779 5.9207 -0.8717
C10 6.6158 5.9048 0.5152
C11 5.8972 7.0759 -1.5959
C12 5.8647 6.7384 -2.9452
C13 5.8645 7.6880 -3.9235
C14 5.8269 9.0426 -3.5220
C15 5.8483 9.3824 -2.1545
C16 5.9125 8.3729 -1.1711
H2 6.2854 5.4033 -5.0933
H3 7.6497 4.5992 -4.3145
H4 6.0676 3.7797 -4.4019
H5 8.8031 6.1419 -2.0866
H6 11.0817 5.2699 -1.9455
H7 11.8956 1.6752 -1.1475
H8 12.4482 2.8634 -2.3395
H9 12.4698 3.2696 -0.6286
H10 9.5689 1.3615 -1.1013
H11 7.2229 2.2049 -1.3689
H12 6.3589 6.8641 0.9400
H13 6.0866 5.0996 1.0322
H14 7.6970 5.7448 0.6080
H15 5.8818 7.4319 -4.9875
H16 5.7830 9.8597 -4.2731
H17 5.8189 10.4533 -1.8675
H18 5.9642 8.6287 -0.1103
C17 -4.3653 4.4999 0.1856
O1 -3.4677 4.4089 -0.9445
C18 -2.2022 3.9402 -0.7602
C19 -1.3367 3.9417 -1.8858
C20 -0.0093 3.5873 -1.7468
C21 0.5556 3.2159 -0.5005
C22 2.0179 2.9750 -0.3596
O2 2.2660 2.4971 0.9004
C23 3.5569 2.0692 1.1864
C24 4.6073 2.1498 0.2667
C25 5.6427 1.2474 0.5273
C26 5.7785 0.6289 1.7880
C27 4.7809 0.7276 2.7524
C28 3.6170 1.4267 2.4345
C29 4.4645 2.9245 -1.0038
C30 3.0222 3.2098 -1.2512
C31 -0.3589 3.1263 0.5930
C32 -1.6899 3.4827 0.4759
H19 -5.2789 4.9271 -0.2294
H20 -4.5740 3.5084 0.6063
H21 -3.9642 5.1608 0.9645
H22 -1.7468 4.2519 -2.8415
H23 0.6541 3.5907 -2.6084
H24 6.3703 1.0175 -0.2445
H25 6.6915 0.0744 2.0180
H26 4.8834 0.2788 3.7353
H27 2.7740 1.4878 3.1246
H28 4.8756 2.3627 -1.8525
H29 2.7063 3.4662 -2.2359
H30 -0.0306 2.7877 1.5739
H31 -2.3541 3.4299 1.3463

Summary:
- charge = +1
- orbital gap (eV) = 6.1
- highest occupied orbital energy (eV) = -9.7

Calculated atomic charges, method natural (NBO), unit e: -0.42, -0.33, 0.54, 0.19, -0.13, -0.20, -0.19, 0.03, -0.64, -0.19, -0.18, -0.31, -0.42, 0.10, 0.17, -0.25, -0.19, -0.19, -0.22, 0.23, 0.23, 0.23, 0.22, 0.23, 0.23, 0.24, 0.24, 0.23, 0.23, 0.23, 0.24, 0.23, 0.24, 0.24, 0.24, 0.24, -0.26, -0.49, 0.34, -0.27, -0.15, -0.16, 0.34, -0.50, 0.37, -0.13, -0.18, -0.24, -0.19, -0.25, -0.43, -0.28, -0.09, -0.33, 0.21, 0.18, 0.18, 0.23, 0.20, 0.20, 0.22, 0.23, 0.24, 0.20, 0.21, 0.22, 0.23

Computed ΔE to the lowest compared entry with this formula, charge and spin (kJ/mol) in order:
274.8 114.7